(1)
Below is a gas-phase ion, C6H10NS (charge +1), with properties calculated with the ωB97M-V functional and the def2-TZVPD basis.

Each line ends with the Löwdin charge.
Positions of all 18 atoms, in Å:
S  2.06629  -0.41119  -0.17776  1.25
H  -2.45154  -0.06686  0.95767  0.09
H  0.27159  -0.62041  1.46723  0.15
H  -1.17857  0.01751  -0.87529  0.17
C  1.04222  1.79514  -1.43975  -0.01
C  0.23829  1.50181  -0.45062  -0.28
C  1.67410  1.27815  -0.09734  -0.46
C  0.10072  -2.17836  -0.22342  -0.09
C  0.31209  -0.74615  0.32166  -0.43
N  -0.66844  0.38665  -0.09069  -0.10
H  -0.71365  -2.38518  -0.95355  0.11
H  1.02291  -2.61437  -0.63103  0.06
H  -2.24614  1.65784  0.83272  0.12
H  1.13326  2.06213  -2.45602  0.09
H  -1.20280  0.48228  1.91973  0.14
H  2.32313  1.98538  0.35363  0.09
C  -1.71319  0.70375  0.89414  0.01
H  -0.01026  -2.84812  0.64869  0.10

Forces on the atoms, in the same order (eV/Å):
S -1.19 1.18 0.34
H -0.56 -0.71 -0.77
H 0.47 -0.76 -1.68
H 0.09 0.06 -1.11
C 0.87 -1.15 -1.49
C -1.91 1.75 2.93
C 0.71 1.57 -1.83
C -0.54 -1.23 0.96
C -0.53 -0.82 1.06
N 0.81 -1.89 -0.75
H 0.44 0.54 0.62
H -0.22 0.58 -0.36
H 0.95 -0.01 -0.36
H 0.69 0.11 -0.58
H -0.93 1.45 -1.46
H 0.48 0.10 1.01
C 1.00 -1.05 3.80
H -0.63 0.28 -0.33

Output
energy: -686.9973 Ha
spin multiplicity: 3
total charge: +1
Kohn-Sham gap (alpha / beta): 0.230 / 0.183 Ha



(2)
Below is a gas-phase ion, C6H10NS2 (charge +1), with properties calculated with the ωB97M-V functional and the def2-TZVPD basis.

Each line ends with the Löwdin charge.
Positions of all 19 atoms, in Å:
H  0.77108  -1.63409  1.45345  0.12
H  -1.42904  -2.38402  0.90199  -0.09
H  -1.19713  -0.31730  -1.57218  0.08
C  -1.00876  -0.54189  -0.57959  -0.63
H  -2.27366  2.31311  -0.43005  0.12
N  -1.63025  0.48319  0.25030  -0.06
C  2.92271  0.02935  -0.47841  -0.32
C  1.19367  -1.06661  0.60571  -0.16
H  -0.77113  1.79419  -1.09627  0.06
H  -0.77478  2.36711  0.58110  0.13
H  -1.52693  0.33184  1.25631  0.18
C  2.56651  -0.81448  0.56676  -0.16
H  3.38998  -1.12238  1.36376  0.17
H  3.81763  0.43239  -0.84398  0.05
S  -2.04296  -2.05618  -0.31064  0.84
H  -2.67079  0.39687  0.36367  0.18
S  1.50308  0.45596  -1.44179  1.06
C  -1.32891  1.82512  -0.18522  -0.01
C  0.48969  -0.49219  -0.40491  -0.56

Forces on the atoms, in the same order (eV/Å):
H 0.03 0.18 -0.77
H -0.63 0.15 -1.10
H -0.75 0.72 -1.97
C 0.52 -2.11 1.21
H 0.19 0.23 0.27
N -2.80 0.24 1.86
C -2.80 -0.83 0.11
C -0.45 -0.66 1.22
H 0.47 -0.01 -0.32
H -0.09 0.05 -0.23
H 1.56 -0.07 0.07
C 3.45 1.03 0.63
H -2.16 0.43 -1.87
H 1.28 0.27 0.01
S 1.60 -0.10 1.13
H 0.61 -0.39 -1.47
S 0.82 -0.92 0.92
C -0.31 2.07 0.16
C -0.53 -0.28 0.16

Output
energy: -1085.4572 Ha
total charge: +1
Kohn-Sham gap: 0.347 Ha
SMILES string: C[NH2+][C@H](S)c1cccs1



(3)
Below is a gas-phase ion, C6H10O (charge -1), with properties calculated with the ωB97M-V functional and the def2-TZVPD basis.

Each line ends with the Löwdin charge.
Positions of all 17 atoms, in Å:
C  0.34476  1.24181  0.45336  -0.37
H  -0.75195  1.15789  0.54379  0.10
H  0.90010  -1.69414  -1.44429  0.13
H  0.95136  -1.39884  0.52073  0.07
H  -1.67423  -0.31507  -1.83286  0.00
O  0.20590  0.36686  2.63622  -0.20
C  -1.98294  -0.78224  -0.98304  -0.03
H  2.05730  0.36655  -0.85304  0.10
H  -3.03455  -0.82498  -0.71879  0.04
H  0.63903  2.37606  0.39535  0.09
C  0.84597  1.00690  1.74288  -0.52
C  0.49923  -1.13787  -0.44009  -0.20
C  0.90571  0.41866  -0.69258  -0.27
C  -1.02279  -1.20048  -0.09498  -0.18
H  1.96503  1.42405  1.84215  0.09
H  0.56285  0.79167  -1.76703  0.09
H  -1.41079  -1.79685  0.69223  0.07

Forces on the atoms, in the same order (eV/Å):
C -0.15 3.17 -1.60
H 0.34 0.09 -0.56
H -1.26 0.73 2.74
H 0.71 -0.36 -0.57
H 0.51 1.42 -2.39
O 0.21 -0.23 0.57
C 1.06 -1.57 3.84
H -1.76 0.57 0.90
H 0.06 -0.12 -0.17
H -0.67 -1.20 -1.21
C 2.87 -0.60 2.41
C -0.49 1.50 -1.17
C 0.73 -1.55 -2.24
C -0.90 -0.25 -4.10
H -1.70 -0.81 0.48
H 0.12 -0.70 1.83
H 0.33 -0.11 1.23

Output
energy: -309.7197 Ha
spin multiplicity: 2
total charge: -1
Kohn-Sham gap (alpha / beta): 0.131 / 0.277 Ha



(4)
Below is 2 unconnected molecules or ions with the total composition C6H10O, with properties calculated with the ωB97M-V functional and the def2-TZVPD basis.

Each line ends with the Löwdin charge.
Positions of all 17 atoms, in Å:
C  1.60835  1.29423  -1.06385  -0.09
H  1.81132  2.33416  -1.31404  0.00
O  -0.90897  1.72817  1.60684  -0.06
H  -0.62201  -2.69471  1.06872  0.01
H  1.10351  -2.70608  1.62353  0.00
C  0.33316  0.80434  -1.18727  -0.23
H  -1.51356  1.79587  2.35221  0.02
H  -1.20798  -0.95506  -2.27028  0.00
C  -1.26159  -0.97239  -1.18589  -0.09
H  -1.47067  1.88362  0.84862  0.03
H  2.42775  0.78075  -0.57422  0.01
H  1.41116  -0.33616  0.82913  0.07
H  -0.25659  1.20291  -2.01036  0.07
C  0.30959  -2.14582  1.13185  -0.07
H  -1.77826  -1.84156  -0.78058  -0.01
C  -0.26538  -0.31566  -0.45420  -0.44
C  0.52160  -0.91358  0.60546  -0.21

Forces on the atoms, in the same order (eV/Å):
C -0.29 0.43 -0.04
H 0.15 -0.22 -0.61
O -0.06 0.43 0.72
H -0.01 0.07 -0.57
H -0.08 0.43 0.43
C 0.94 -0.76 0.92
H 0.04 -0.07 0.08
H -0.34 0.33 -0.03
C -0.81 -0.79 0.36
H 0.03 -0.25 -0.56
H -0.26 0.04 0.45
H 0.13 -0.29 0.26
H -0.41 0.39 0.38
C 0.46 -0.11 0.49
H 0.15 0.04 -0.02
C 1.09 0.51 -1.55
C -0.72 -0.19 -0.71

Output
energy: -309.7393 Ha
spin multiplicity: 2
total charge: -1
Kohn-Sham gap (alpha / beta): 0.156 / 0.230 Ha



(5)
Below is C6H10O in the gas phase, with properties calculated with the ωB97M-V functional and the def2-TZVPD basis.

Each line ends with the Löwdin charge.
Positions of all 17 atoms, in Å:
C  0.53631  0.24015  0.05674  -0.02
H  1.63901  0.91689  -2.22707  0.13
C  -2.05404  -0.05231  0.12156  -0.22
C  1.89341  0.69354  -0.35135  -0.34
H  -4.18582  -0.31150  0.42980  0.09
H  -0.80095  -1.08255  -1.04998  0.07
H  3.97141  0.53190  0.03692  0.07
H  0.41828  0.10794  1.19223  0.11
C  3.05873  0.46167  0.58854  -0.05
C  -3.24401  -0.90531  0.22359  -0.12
H  -3.55202  -1.53249  -0.62674  0.08
O  2.33856  1.09461  -1.55895  0.03
C  -0.86776  -0.17164  -0.52113  -0.11
H  3.08536  -0.51683  1.01699  0.07
H  3.14704  1.13788  1.41946  0.07
H  -2.35478  0.93946  0.17770  0.07
H  -3.02876  -1.55141  1.07169  0.07

Forces on the atoms, in the same order (eV/Å):
C 2.32 1.96 0.14
H 0.53 0.43 0.55
C 0.72 1.35 -2.55
C -4.60 -2.50 2.04
H 1.24 -0.50 0.09
H 0.52 -1.30 -0.78
H 0.56 0.27 -0.53
H 0.88 0.18 -1.88
C -0.26 0.43 -0.10
C -1.63 -0.62 -0.26
H 0.64 -0.05 0.04
O -1.18 -0.50 -0.94
C 1.41 -0.91 1.59
H -0.45 -0.75 0.18
H -0.25 0.59 0.28
H 0.07 2.27 1.99
H -0.51 -0.34 0.16

Output
energy: -309.7161 Ha
Kohn-Sham gap: 0.309 Ha
SMILES string: C/C=C/C=C(/C)O



(6)
Below is 2 unconnected molecules or ions with the total composition C6H10O, with properties calculated with the ωB97M-V functional and the def2-TZVPD basis.

Each line ends with the Löwdin charge.
Positions of all 17 atoms, in Å:
C  -0.10967  -0.95228  -0.99683  -0.12
H  -1.11104  -0.67178  -0.67576  0.05
C  2.10561  -0.92543  -0.08748  0.00
H  0.26817  -0.17834  -1.67292  0.09
H  2.87748  -1.55880  0.31534  0.06
C  -0.07547  0.77862  1.28948  -0.01
H  0.70447  1.34630  0.79655  0.09
H  -0.11687  -1.91598  -1.51501  0.09
C  0.81818  -1.17014  0.14352  -0.30
H  -2.64468  1.89492  -0.59227  0.12
H  -2.16161  0.32247  1.25503  0.11
H  0.48974  -1.82803  0.94958  0.11
C  -1.57704  1.70454  -0.36453  -0.29
H  0.17179  0.26895  2.20903  0.08
O  -0.70246  2.19691  -1.05008  0.03
H  2.38521  -0.16478  -0.81436  0.07
C  -1.32182  0.85284  0.81071  -0.17

Forces on the atoms, in the same order (eV/Å):
C -0.39 0.06 -0.16
H -0.06 -0.39 -0.32
C 0.16 -0.15 0.09
H -0.10 -0.17 0.07
H 0.37 0.49 0.76
C -0.45 0.79 0.47
H -0.07 0.03 0.16
H -0.27 0.19 -0.21
C 0.49 -0.84 -0.76
H 0.08 0.00 -0.07
H 0.12 0.15 0.00
H 0.19 -0.13 -0.28
C 0.17 0.26 -0.21
H -0.01 -0.05 -0.04
O -0.45 -0.17 0.25
H 0.02 -0.44 -0.21
C 0.18 0.36 0.46

Output
energy: -309.7513 Ha
Kohn-Sham gap: 0.335 Ha
SMILES string: C=CC=O.C=CC



(7)
Below is C6H10O in the gas phase, with properties calculated with the ωB97M-V functional and the def2-TZVPD basis.

Each line ends with the Löwdin charge.
Positions of all 17 atoms, in Å:
C  0.39336  -1.19383  -0.49760  -0.15
C  -1.33891  0.67227  0.18118  -0.18
H  -2.27689  0.89771  -0.33807  0.10
H  0.45620  -0.65706  1.64790  0.06
C  1.40636  -0.20764  0.06851  -0.39
O  1.36214  -0.35771  1.48405  -0.03
H  -1.52684  0.95021  1.23116  0.12
H  -1.28797  -1.34070  1.00554  0.11
H  2.42634  -0.45168  -0.25269  0.14
H  -0.53762  2.57240  -0.64963  0.10
H  1.79853  1.86290  -0.74587  0.10
C  -1.03052  -0.85222  0.04998  -0.18
H  -1.72230  -1.30248  -0.65856  0.10
H  0.69913  -2.21154  -0.21850  0.12
H  0.39825  -1.14131  -1.59285  0.12
C  -0.24654  1.57165  -0.33604  -0.10
C  1.02729  1.18904  -0.37852  -0.05

Forces on the atoms, in the same order (eV/Å):
C -0.20 0.02 0.00
C -0.02 -0.03 -0.11
H 0.14 0.00 0.03
H 0.39 0.16 0.45
C -0.04 -0.02 -0.29
O -0.05 0.03 0.22
H 0.08 -0.20 -0.21
H 0.44 0.01 -0.26
H -0.20 0.04 0.09
H 0.08 -0.11 0.04
H -0.10 -0.10 0.11
C -0.01 -0.09 -0.25
H -0.19 0.06 0.00
H -0.22 0.18 -0.02
H -0.09 0.03 0.21
C 0.15 -0.05 -0.02
C -0.16 0.08 0.00

Output
energy: -309.8260 Ha
Kohn-Sham gap: 0.380 Ha
SMILES string: O[C@@H]1C=CCCC1



(8)
Below is C6H10O in the gas phase, with properties calculated with the ωB97M-V functional and the def2-TZVPD basis.

Each line ends with the Löwdin charge.
Positions of all 17 atoms, in Å:
H  -2.30897  0.56096  0.85538  0.10
H  -1.31049  -1.42862  -0.30303  0.11
H  0.06691  0.15439  1.22085  0.11
H  -2.89477  1.21675  -0.74448  0.10
H  -0.54030  1.28442  -1.58546  0.14
O  1.75501  -1.32296  1.89247  0.04
C  1.63285  -0.14197  -0.20951  -0.16
C  -0.72382  0.67967  -0.69819  -0.32
H  1.34869  -0.80802  -1.03981  0.13
H  3.24100  -1.47674  0.54802  0.12
H  0.70723  1.65379  0.57378  0.12
C  -2.14482  0.63460  -0.21685  -0.13
C  -1.54776  -0.55853  -0.91147  -0.13
C  0.41326  0.63425  0.29789  -0.18
H  2.41757  0.50934  -0.61547  0.12
C  2.25855  -1.04193  0.83089  -0.26
H  -1.88358  -0.79430  -1.91724  0.10

Forces on the atoms, in the same order (eV/Å):
H 0.05 0.01 -0.17
H -0.03 0.15 -0.07
H 0.00 0.04 -0.16
H 0.14 -0.10 0.06
H -0.04 -0.10 0.12
O 0.25 0.12 -0.42
C -0.03 0.02 0.04
C 0.10 0.08 -0.08
H 0.05 0.06 0.11
H -0.09 0.02 0.04
H -0.03 -0.13 -0.01
C -0.13 0.12 0.09
C 0.01 -0.20 -0.08
C -0.07 0.02 0.07
H -0.09 -0.10 0.05
C -0.13 -0.07 0.25
H 0.03 0.06 0.17

Output
energy: -309.8148 Ha
Kohn-Sham gap: 0.400 Ha
SMILES string: O=CCCC1CC1



(9)
Below is C6H10O in the gas phase, with properties calculated with the ωB97M-V functional and the def2-TZVPD basis.

Each line ends with the Löwdin charge.
Positions of all 17 atoms, in Å:
H  0.48476  -1.99685  1.02243  0.11
C  -1.47353  0.04759  -0.83574  -0.14
O  -0.62482  1.80956  0.55573  -0.04
H  0.09781  1.54605  -1.32876  0.14
H  -2.38612  0.64272  -0.92685  0.12
C  -0.25471  0.91515  -0.50753  -0.33
H  -0.19139  1.52300  1.36885  0.09
H  -1.73235  -0.25542  1.22720  0.11
C  -1.43416  -0.88422  0.38129  -0.18
H  -1.32372  -0.51512  -1.76537  0.12
C  2.22811  0.07949  -0.00960  -0.05
H  2.74057  -0.76405  0.46150  0.08
H  2.63849  0.19677  -1.01901  0.08
C  0.74524  -0.12688  -0.01716  -0.26
C  0.05223  -1.14081  0.51001  -0.04
H  -2.07820  -1.76397  0.35807  0.11
H  2.49936  0.98677  0.54304  0.08

Forces on the atoms, in the same order (eV/Å):
H -0.06 0.13 -0.08
C -0.06 0.06 0.00
O 0.30 0.27 0.11
H 0.00 -0.17 -0.01
H 0.10 -0.05 0.10
C 0.05 -0.05 -0.26
H -0.06 0.03 -0.17
H -0.23 -0.37 0.13
C -0.10 -0.06 0.04
H 0.07 0.11 0.16
C 0.10 0.01 0.02
H -0.09 0.09 -0.04
H -0.15 -0.01 0.07
C -0.04 -0.09 0.17
C 0.11 0.15 -0.02
H 0.12 0.03 -0.16
H -0.06 -0.07 -0.06

Output
energy: -309.8318 Ha
Kohn-Sham gap: 0.373 Ha
SMILES string: CC1=CCC[C@H]1O



(10)
Below is C6H10O in the gas phase, with properties calculated with the ωB97M-V functional and the def2-TZVPD basis.

Each line ends with the Löwdin charge.
Positions of all 17 atoms, in Å:
C  -0.86130  -0.97437  -1.18652  -0.12
C  0.29512  0.13565  0.88815  -0.41
H  1.62785  0.62293  -0.74433  0.08
H  -0.20013  -1.67614  -1.71485  0.12
H  -1.20878  0.26560  2.21988  0.06
O  -0.19363  0.82718  -2.75724  0.05
H  -1.11077  -1.42258  0.95266  0.10
H  0.50626  -1.82010  0.35877  0.12
H  -1.86827  -1.36787  -1.20327  0.11
C  -0.32424  -1.10434  0.27024  -0.16
H  1.90191  1.56256  0.86102  0.08
H  2.38153  -0.00382  0.75423  0.09
C  -0.75522  0.40210  -1.77842  -0.29
C  -0.36577  0.83878  1.83007  0.05
C  1.58129  0.65397  0.34904  -0.06
H  -0.16748  1.87695  2.05540  0.06
H  -1.23836  1.18349  -1.15485  0.13

Forces on the atoms, in the same order (eV/Å):
C 1.99 -1.15 -0.13
C -1.05 1.81 0.27
H 0.26 0.44 0.25
H -0.57 0.29 -0.58
H -0.23 0.94 0.30
O 0.15 -1.24 -0.14
H -0.06 -0.15 -0.12
H -0.53 -0.40 -0.57
H -0.35 0.23 -0.23
C 0.92 0.49 1.38
H -0.51 0.52 -0.69
H -0.32 -0.24 -0.63
C -0.53 1.60 0.69
C -0.24 -1.65 -1.13
C 1.07 -1.01 0.63
H 0.25 -0.22 0.53
H -0.26 -0.25 0.18

Output
energy: -309.7956 Ha
Kohn-Sham gap: 0.371 Ha
SMILES string: C=C(C)CCC=O